[1]
Entry from the Open Molecules 2025 dataset: a structure of composition C31H45ClF5PW in a non-equilibrium geometry (ωB97M-V/def2-TZVPD).

Calculated values
calculated total energy	-70098.607	eV
LUMO level (alpha / beta)	0.43 / -1.29	eV
orbital gap (alpha / beta)	7.89 / 6.90	eV
spin multiplicity	3

Structure (XYZ):
```
84
C31H45ClF5PW ωB97M-V/def2-TZVPD
W -0.01166 -0.01213 1.72404
P 0.03031 0.57100 -0.73399
Cl 1.07309 2.06818 1.95802
C -1.98462 0.41786 1.46422
H -2.96671 -0.02111 1.26471
H -2.15488 1.49491 1.66303
C 1.86623 0.80819 -1.00666
C -0.83417 2.21608 -0.96883
C 2.37150 0.87383 -2.45833
H 2.05269 1.78874 -0.53570
C 3.86210 1.23995 -2.46560
H 2.23149 -0.10088 -2.94833
H 1.80975 1.61581 -3.04539
C 4.70702 0.28657 -1.60973
H 4.23108 1.24428 -3.49882
H 3.97362 2.26164 -2.07800
C 4.14314 0.10252 -0.19717
H 4.75736 -0.69027 -2.10771
H 5.73511 0.66311 -1.54943
C 2.64073 -0.24221 -0.20688
H 4.69768 -0.68305 0.33176
H 4.28009 1.03023 0.37478
H 2.49188 -1.23714 -0.65527
H 2.29079 -0.29843 0.84589
C -0.65164 -0.53898 -2.08868
C -2.34055 2.06115 -1.23274
H -0.71307 2.67475 0.02722
C -3.03021 3.42530 -1.12132
H -2.51180 1.64447 -2.23500
H -2.79279 1.35916 -0.52295
C -2.40653 4.46259 -2.06104
H -4.09890 3.31383 -1.33846
H -2.94529 3.78036 -0.08449
C -0.87994 4.54477 -1.93142
H -2.66679 4.20926 -3.09796
H -2.84208 5.44781 -1.86045
C -0.18956 3.17440 -1.98357
H -0.47175 5.18613 -2.72094
H -0.63046 5.01799 -0.97128
H -0.27213 2.76007 -3.00010
H 0.88300 3.30148 -1.77876
C 0.05809 -1.89645 -2.16507
H -1.68940 -0.70781 -1.74430
C -0.68278 -2.84586 -3.11793
H 1.09357 -1.75743 -2.51309
H 0.12150 -2.37162 -1.17924
C -0.87963 -2.24536 -4.51447
H -0.12914 -3.78942 -3.18804
H -1.66617 -3.07770 -2.68439
C -1.47036 -0.83138 -4.46276
H 0.08813 -2.21475 -5.03362
H -1.53441 -2.89533 -5.10475
C -0.72071 0.09061 -3.49067
H -1.46485 -0.38244 -5.46321
H -2.52021 -0.89403 -4.14263
H 0.29883 0.26419 -3.86517
H -1.21669 1.06818 -3.47041
C 0.08826 -2.04058 1.45227
C -1.47836 -1.68172 1.20044
H 0.59708 -2.28035 0.51967
C -2.47460 -2.37269 2.11534
H -1.74484 -1.76156 0.14254
C -1.90226 -2.79466 3.47255
H -3.34374 -1.71850 2.29383
H -2.86544 -3.27278 1.59893
C -0.69573 -3.70729 3.32204
H -1.63538 -1.91175 4.06585
H -2.68171 -3.31801 4.04445
C 0.45283 -3.08917 2.49989
H -0.32422 -3.99814 4.31655
H -1.01433 -4.64014 2.83649
H 1.21216 -2.68543 3.18747
H 0.96433 -3.92240 1.98607
F 2.54615 -0.79707 3.60225
C 1.50212 -0.49691 4.44140
C 0.25263 -0.13337 3.91993
C -0.71900 0.20785 4.88117
F -1.96986 0.60397 4.50391
C -0.45274 0.21104 6.25244
F -1.40769 0.58030 7.13007
C 0.80333 -0.16005 6.71803
F 1.06996 -0.16084 8.03596
C 1.78847 -0.51894 5.80246
F 3.01369 -0.87642 6.23911
```

[2]
Entry from the Open Molecules 2025 dataset: a cluster of 6 separate species, C31H45N7O10 in total in a non-equilibrium geometry (ωB97M-V/def2-TZVPD).

Calculated values
calculated total energy	-63776.822	eV
LUMO level	-0.48	eV
orbital gap	8.06	eV
spin multiplicity	1

Structure (XYZ):
```
93
C31H45N7O10 ωB97M-V/def2-TZVPD
N 1.66214 1.40701 -2.18907
C 2.09423 0.71957 -3.39681
C 3.01943 1.27384 -4.39292
C 3.43297 0.49020 -5.58853
C 2.93942 -0.89844 -5.82470
C 2.02315 -1.43749 -4.81544
C 1.58442 -0.66985 -3.61415
C 0.62059 -1.37441 -2.59204
O -0.33324 -0.83042 -2.08339
C 0.97816 -2.88459 -2.31668
C 0.91539 -3.43953 -0.96455
C 1.30756 -4.84958 -0.76936
C 1.27170 -5.45882 0.69028
O 1.36358 -4.36190 1.62301
O 2.67657 -3.95212 1.64795
C 1.73101 -5.60009 -1.96437
N 2.16851 -7.00454 -1.79170
C 1.19399 -7.73480 -1.55751
O 0.26114 -8.29551 -1.15059
C 1.79378 -5.05757 -3.33200
C 1.40929 -3.65507 -3.52201
C 1.45864 -2.90298 -4.90787
O 1.08970 -3.40686 -5.94574
H 0.70896 1.75947 -2.32894
H 1.61814 0.70924 -1.44323
H 3.44170 2.30798 -4.27306
H 4.15778 0.88404 -6.34391
H 3.27319 -1.49952 -6.70521
H 0.59734 -2.76709 -0.13026
H 0.34523 -6.07535 0.86997
H 2.21811 -6.07191 0.80715
H 2.73143 -2.99516 1.45810
H 2.11773 -5.66258 -4.20969
C 3.91260 -4.88441 -7.03622
O 4.76716 -4.04945 -6.80667
N 3.83514 -5.63844 -8.15971
C 2.78382 -6.61473 -8.36204
C 4.83875 -5.46079 -9.19282
H 3.10450 -5.09688 -6.31782
H 3.23153 -7.60339 -8.49073
H 2.21856 -6.35298 -9.25967
H 2.10609 -6.63840 -7.50874
H 5.82598 -5.66876 -8.77505
H 4.81867 -4.42560 -9.53982
H 4.64635 -6.13136 -10.02936
C 0.27520 2.21205 0.84712
O 0.91436 1.37594 0.22842
N 0.73230 2.91811 1.90272
C -0.08883 3.89823 2.59028
C 2.08818 2.68817 2.36342
H -0.76342 2.46121 0.57872
H 0.39685 4.87444 2.53309
H -0.19367 3.60493 3.63732
H -1.07638 3.96567 2.13945
H 2.78585 2.90241 1.55081
H 2.19830 1.63968 2.64957
H 2.31285 3.32640 3.21698
C -2.80869 6.69540 3.79689
O -2.17370 5.86032 3.17559
N -2.34856 7.39743 4.85470
C -3.16470 8.37367 5.54642
C -0.99168 7.16616 5.31424
H -3.84894 6.94764 3.53078
H -2.67866 9.35102 5.49203
H -3.26695 8.07589 6.59220
H -4.15513 8.44236 5.09548
H -0.29635 7.38421 4.49970
H -0.88188 6.11888 5.59653
H -0.76648 7.80078 6.16916
C -2.59760 4.68378 7.85016
O -2.35828 5.85296 7.60268
N -3.51957 3.92121 7.21727
C -3.74672 2.53370 7.56994
C -4.30626 4.51192 6.15021
H -2.05732 4.13837 8.64120
H -3.55380 1.90555 6.69716
H -4.78568 2.40886 7.88444
H -3.08890 2.22641 8.38276
H -3.63710 4.86346 5.36352
H -4.86229 5.36632 6.54373
H -5.00075 3.78034 5.73980
C -3.47183 -0.35454 2.16801
O -2.60707 0.47154 2.39414
N -3.55659 -1.11488 1.04989
C -4.61896 -2.07943 0.85248
C -2.54831 -0.95739 0.01473
H -4.28477 -0.55324 2.88709
H -4.18298 -3.07410 0.73115
H -5.17942 -1.81703 -0.04810
H -5.29853 -2.08968 1.70487
H -1.56489 -1.17435 0.43472
H -2.55594 0.07518 -0.33846
H -2.74717 -1.63039 -0.81756
```

[3]
Entry from the Open Molecules 2025 dataset: a structure of composition C31H45O3Y in a non-equilibrium geometry (ωB97M-V/def2-TZVPD).

Calculated values
calculated total energy	-40060.375	eV
LUMO level	0.21	eV
orbital gap	6.93	eV
energy above the lowest of the compared OMol25 structures with the same formula, charge and spin	241.3	kJ/mol
spin multiplicity	1

Structure (XYZ):
```
80
C31H45O3Y ωB97M-V/def2-TZVPD
O -0.11565 -0.67554 -2.12058
C -1.29661 -1.18790 -2.80697
C -0.42723 -1.87738 -3.84935
H -1.91595 -0.36845 -3.15736
H -1.88685 -1.82223 -2.15387
C 0.77498 -1.16674 -3.20857
H -0.62353 -1.61362 -4.88457
H -0.39175 -2.95909 -3.75156
C 1.29134 -0.00452 -4.02185
H 0.50152 0.72123 -4.20174
H 1.65033 -0.36319 -4.98634
H 2.11365 0.50170 -3.52463
C 1.87389 -2.04726 -2.68014
H 1.47694 -2.93826 -2.20274
H 2.48233 -1.51475 -1.95317
H 2.51954 -2.35916 -3.50047
Y 0.00000 0.00000 0.00000
C 0.55326 -1.17484 1.96537
C -0.84874 -1.03440 1.93492
C -1.33106 -1.82296 0.86628
H -1.44956 -0.43357 2.59540
C -0.23361 -2.42437 0.23741
C 0.94181 -2.01058 0.89386
H 1.94929 -2.29507 0.64107
H 1.21295 -0.71843 2.68095
H -2.35700 -1.88816 0.55492
H -0.27987 -3.05145 -0.63580
C 0.93483 1.81951 1.27002
C 2.00375 1.06292 0.73444
C 1.94807 1.15463 -0.66590
H 2.73131 0.50355 1.29578
C 0.84053 1.97330 -0.99723
C 0.23307 2.39198 0.20056
H -0.66812 2.97160 0.27495
H 0.68668 1.91926 2.31329
H 2.64523 0.70452 -1.34995
H 0.48313 2.19664 -1.98632
O -2.33807 -1.54385 -7.10077
C -1.32970 -2.30011 -7.78079
C -1.85740 -2.55551 -9.18358
H -1.16044 -3.24242 -7.24764
H -0.39830 -1.73309 -7.76807
C -3.35976 -2.62593 -8.93932
H -1.44768 -3.46018 -9.62877
H -1.61898 -1.71777 -9.83962
C -3.54748 -1.56333 -7.86795
H -3.63544 -3.60848 -8.55494
H -3.95355 -2.43342 -9.83066
H -4.38359 -1.77015 -7.19902
H -3.70865 -0.57697 -8.31720
C -4.50707 -0.71677 4.38344
C -3.81096 0.05133 3.22923
C -4.88425 0.71388 2.37156
C -2.78653 1.14662 3.68223
C -2.79142 1.46211 5.06704
C -2.05868 2.48331 5.59386
C -1.34186 3.29575 4.77281
C -1.23631 3.08677 3.37912
C -0.48389 4.29008 2.72877
C -1.30376 5.58458 2.91943
C 0.95827 4.52999 3.24809
C -1.88127 1.87726 2.77092
O -1.71932 1.41568 1.41174
H -5.12903 -0.04620 5.01671
H -3.74721 -1.22833 5.01694
H -5.18303 -1.50130 3.98508
H -3.38467 -0.75728 2.62294
H -5.40834 1.49860 2.95948
H -4.42816 1.17376 1.47207
H -5.62871 -0.04235 2.04159
H -3.38347 0.94211 5.79806
H -2.09948 2.69352 6.65725
H -0.86647 4.13117 5.26704
H -0.41258 4.24560 1.67202
H -1.40077 5.87596 3.98533
H -0.81792 6.43167 2.38794
H -2.32270 5.45342 2.49613
H 1.63262 3.67345 3.07814
H 1.40475 5.39555 2.71105
H 0.99020 4.76902 4.32859
```